1.
# C39H40MgN2O5P2Te

C39H40MgN2O5P2Te as an isolated structure (wB97M-V/def2-TZVPD, the OMol25 dataset).

Structure (XYZ):
```
90
Properties=species:S:1:pos:R:3:forces:R:3
Mg 0.962 0.767 0.211 0.238 -0.545 -0.054
O 1.871 2.301 -0.570 0.409 0.525 -0.098
C 3.034 2.848 -0.498 -0.253 -0.197 0.023
C 3.295 4.089 -1.142 0.110 0.054 0.000
C 4.541 4.676 -1.102 -0.015 -0.129 0.068
C 5.612 4.070 -0.427 -0.105 -0.013 -0.022
C 5.378 2.873 0.225 -0.029 0.026 -0.024
C 4.121 2.257 0.222 -0.023 -0.129 0.098
C 3.959 1.011 0.964 -0.040 0.201 -0.076
N 2.849 0.401 1.113 0.247 -0.512 0.710
N 2.928 -0.800 1.850 -0.249 0.176 -0.254
C 1.736 -1.358 1.886 -0.361 0.182 -0.322
O 0.654 -0.891 1.373 0.513 -0.056 0.455
C 1.612 -2.660 2.629 0.172 0.136 0.063
C 0.349 -3.060 3.044 -0.222 -0.148 0.060
C 0.183 -4.213 3.806 0.074 0.035 -0.062
C 1.285 -4.987 4.146 0.098 0.091 -0.056
C 2.551 -4.611 3.699 -0.066 0.023 -0.050
C 2.713 -3.457 2.943 -0.084 0.058 0.044
H 2.466 4.561 -1.657 0.000 -0.050 0.029
H 4.692 5.628 -1.603 0.010 -0.009 -0.011
H 6.595 4.527 -0.414 -0.025 -0.001 0.011
H 6.185 2.382 0.764 -0.020 0.011 -0.006
H 4.843 0.565 1.420 0.155 0.005 0.018
H -0.504 -2.457 2.750 0.100 -0.030 0.032
H -0.809 -4.509 4.130 0.037 0.031 -0.025
H 1.160 -5.880 4.751 0.014 0.013 -0.056
H 3.414 -5.226 3.938 -0.042 0.037 -0.009
H 3.686 -3.147 2.583 -0.007 -0.005 0.048
C -3.558 -2.186 -2.569 0.026 -0.008 0.082
C -3.540 -1.838 -1.097 -0.048 -0.111 -0.036
C -4.637 -2.221 -0.322 0.054 0.020 0.018
C -4.677 -2.013 1.051 0.050 -0.007 -0.102
C -3.599 -1.409 1.678 0.036 0.007 -0.056
C -2.508 -1.005 0.920 -0.018 0.047 -0.092
C -2.459 -1.200 -0.465 0.113 -0.203 0.147
P -0.871 -0.663 -1.252 -0.650 -0.304 -0.484
C -1.537 -0.061 -2.886 0.090 0.106 -0.136
C -2.487 0.954 -2.725 0.169 -0.049 0.022
C -3.114 1.564 -3.798 0.017 0.005 0.068
C -2.782 1.173 -5.083 0.002 -0.004 -0.063
C -1.832 0.179 -5.266 -0.027 -0.072 0.057
C -1.197 -0.458 -4.197 -0.083 0.060 0.135
C -0.229 -1.568 -4.522 0.003 0.023 0.167
C 0.091 -2.173 -1.406 0.070 0.067 0.161
C -0.394 -3.464 -1.185 0.195 0.027 -0.045
C 0.452 -4.543 -0.967 0.043 0.246 -0.043
C 1.839 -4.285 -0.888 -0.170 0.135 -0.030
C 2.349 -3.027 -1.076 -0.043 -0.009 -0.007
C 1.514 -1.899 -1.399 0.073 0.120 -0.235
C 2.035 -0.628 -1.632 -0.132 -0.311 -0.037
H -4.258 -3.007 -2.745 0.008 0.008 0.010
H -2.570 -2.497 -2.918 -0.115 0.014 0.059
H -3.864 -1.335 -3.183 0.019 -0.048 0.035
H -5.466 -2.723 -0.809 -0.012 0.006 -0.009
H -5.538 -2.339 1.624 -0.005 0.013 -0.008
H -3.602 -1.252 2.751 0.010 0.024 -0.027
H -1.662 -0.528 1.404 0.013 -0.023 -0.017
H -2.734 1.278 -1.720 0.025 0.061 0.011
H -3.831 2.358 -3.626 0.016 -0.011 0.018
H -3.249 1.644 -5.941 0.010 -0.019 0.005
H -1.583 -0.136 -6.274 0.035 0.017 0.008
H -0.145 -1.683 -5.606 -0.007 0.011 0.056
H -0.554 -2.517 -4.092 0.001 0.001 -0.009
H 0.764 -1.378 -4.114 0.060 0.051 0.090
H -1.464 -3.635 -1.151 -0.078 0.054 0.009
H 0.056 -5.535 -0.795 -0.007 -0.014 0.022
H 2.514 -5.099 -0.649 0.056 -0.023 0.017
H 3.417 -2.852 -0.969 -0.059 -0.011 -0.034
H 1.445 0.183 -2.048 0.088 -0.129 -0.267
H 3.099 -0.439 -1.540 -0.075 -0.042 -0.019
C -3.667 2.309 1.809 0.079 -0.006 0.085
C -3.167 3.696 1.442 0.371 -0.159 0.255
O -1.782 3.891 1.772 -0.375 -0.088 -0.034
P -0.539 3.391 0.818 -0.619 -0.305 1.075
O -0.396 1.897 1.109 -0.164 0.844 -0.521
Te -0.911 4.302 -1.311 -0.027 -0.015 -0.221
O 0.624 4.183 1.584 0.262 -0.050 -0.009
C 1.213 3.667 2.791 -0.072 0.167 -0.104
C 0.784 4.516 3.970 -0.033 0.013 0.014
H -4.646 2.120 1.355 0.067 0.042 0.061
H -3.753 2.187 2.894 0.033 0.005 -0.084
H -2.970 1.557 1.444 -0.020 -0.020 -0.058
H -3.713 4.458 1.996 0.002 0.124 0.079
H -3.327 3.888 0.387 0.132 0.055 -0.316
H 2.293 3.701 2.655 0.053 0.014 -0.091
H 0.930 2.629 2.945 -0.088 -0.140 -0.100
H 1.133 5.544 3.856 -0.024 -0.030 0.004
H 1.201 4.102 4.894 -0.016 0.046 -0.034
H -0.305 4.524 4.042 0.049 -0.003 0.021
```
Positions in Å, forces in eV/Å.

Summary:
**Net charge**: -2
**LUMO energy**: 0.1530 Eh
**E**: -3146.965304 Ha
**Energy relative to the best compared isomer or geometry (same formula, charge and spin)**: 9.0 kcal/mol



2.
# C5H8FN

One molecule with the formula C5H8FN (wB97M-V/def2-TZVPD, the OMol25 dataset).

Structure (XYZ):
```
15
Properties=species:S:1:pos:R:3:forces:R:3
F 1.689 -0.805 -0.628 1.008 -0.146 -0.284
C 0.706 -0.204 0.085 -0.455 0.245 -0.513
C -0.356 -1.183 0.535 0.032 -0.012 0.123
C -1.632 -0.602 -0.026 -1.494 0.910 -1.346
N -1.373 0.846 -0.253 0.651 0.302 1.145
C 0.063 1.069 -0.408 -0.567 -0.859 -1.018
C 0.965 1.060 0.800 0.954 0.627 0.584
H -0.441 -1.170 1.638 0.298 -0.545 -0.477
H -0.130 -2.177 0.075 -0.173 0.734 0.845
H -1.942 -1.040 -0.991 0.413 -0.298 0.166
H -2.517 -0.723 0.609 0.321 0.021 0.196
H -1.947 1.318 -0.931 0.032 -0.206 -0.054
H 0.394 1.597 -1.318 -0.077 -0.466 0.560
H 0.516 1.217 1.780 0.198 -0.066 -0.114
H 1.997 1.467 0.644 -1.141 -0.241 0.187
```
Positions in Å, forces in eV/Å.

Summary:
**LUMO energy**: 0.0424 Eh
**E**: -349.882628 Ha
**Energy relative to the best compared isomer or geometry (same formula, charge and spin)**: 23.0 kcal/mol
**Structure (SMILES)**: F[C@]12CCN[C@H]1C2



3.
# C6H12ClNO2

A 2-piece molecular cluster, C6H12ClNO2 overall (wB97M-V/def2-TZVPD, the OMol25 dataset).

Structure (XYZ):
```
22
Properties=species:S:1:pos:R:3:forces:R:3
C -2.026 1.466 0.846 -2.678 -2.893 1.466
C -1.601 0.152 0.182 0.891 3.929 -3.084
C -1.978 -1.166 0.593 -1.212 -2.536 -1.555
N -1.011 0.469 -0.964 1.152 -0.696 -0.041
O -0.644 1.583 -1.431 -0.810 -0.551 0.854
O -0.577 -0.607 -1.771 -3.401 -2.050 2.595
H -1.104 1.834 1.169 1.054 1.456 0.967
H -2.621 2.167 0.265 0.525 -0.079 -0.562
H -2.758 1.156 1.692 1.600 0.716 -0.890
H -2.582 -1.666 -0.261 0.957 0.543 1.444
H -2.632 -0.983 1.395 -1.193 -0.183 1.084
H -1.268 -1.909 0.984 0.381 0.543 -0.509
H 0.128 -0.285 -2.245 2.693 1.874 -1.812
C 1.639 0.714 0.741 2.071 2.518 -2.002
C 2.418 0.131 -0.168 -0.666 1.893 -0.133
C 2.642 -1.298 -0.395 0.484 0.512 0.446
Cl 3.108 1.171 -1.493 -0.330 -0.757 0.982
H 1.568 1.831 0.808 -0.137 -1.306 -0.235
H 1.218 0.145 1.472 -1.171 -1.528 1.960
H 2.250 -1.918 0.380 -0.362 -0.286 0.676
H 3.690 -1.483 -0.504 0.676 -0.291 -0.198
H 2.140 -1.503 -1.292 -0.526 -0.829 -1.453
```
Positions in Å, forces in eV/Å.

Summary:
**LUMO energy (alpha / beta)**: 0.0249 / 0.0249 Eh
**E**: -901.074755 Ha
**Energy relative to the best compared isomer or geometry (same formula, charge and spin)**: 117.0 kcal/mol
**Structure (SMILES)**: CC(C)=[N+]([O-])O.C=C(C)Cl



4.
# CH4NO4P

A 3-piece molecular cluster, CH4NO4P overall (wB97M-V/def2-TZVPD, the OMol25 dataset).

Structure (XYZ):
```
11
Properties=species:S:1:pos:R:3:forces:R:3
C -0.697 0.054 0.916 -4.416 5.336 -2.257
N 0.153 -0.891 1.110 6.470 -4.881 -0.207
O 3.832 0.420 -0.412 0.413 -0.214 -0.410
O 1.864 1.947 0.232 1.896 -1.004 0.671
O 3.487 1.067 2.047 0.257 0.019 1.162
O -0.589 1.375 0.673 1.207 0.307 -0.009
P 3.105 1.133 0.641 -2.155 1.300 -1.431
H -1.614 -0.166 1.220 -4.078 -0.676 1.774
H -10.995 -6.071 -8.296 -0.037 -0.020 -0.026
H 1.080 -0.514 1.273 0.507 -0.175 1.088
H 0.376 1.644 0.595 -0.063 0.007 -0.355
```
Positions in Å, forces in eV/Å.

Summary:
**Net charge**: -2
**LUMO energy (alpha / beta)**: 0.1735 / 0.0841 Eh
**E**: -737.424785 Ha
**Energy relative to the best compared isomer or geometry (same formula, charge and spin)**: 56.2 kcal/mol
**2S+1**: 3
**Expectation value of S²**: 2.006